(1)
{
  "formula": "C17H29F4GeN2SeZr",
  "method": "wB97M-V/def2-TZVPD",
  "homo_lumo_gap_ev": 6.927,
  "energy_ha": -5698.4600,
  "charge": 3,
  "symbols": ["H", "C", "H", "F", "H", "H", "Zr", "C", "C", "H", "F", "H", "H", "C", "H", "H", "Se", "C", "C", "H", "H", "H", "H", "H", "H", "C", "F", "H", "F", "C", "H", "C", "C", "N", "H", "C", "N", "H", "C", "C", "C", "H", "C", "H", "H", "C", "H", "H", "C", "H", "H", "Ge", "H", "H", "H"],
  "positions_angstrom": [[3.53764, 4.63175, 2.38783], [4.07221, 3.71518, 2.13630], [2.81176, -2.09951, -1.97611], [2.59791, -1.38026, 0.68882], [1.07159, 2.25281, -0.55527], [-0.20851, 0.71858, -2.74526], [2.02082, 0.32287, -0.51799], [2.11705, -0.05790, -3.61899], [4.51214, 1.35507, -0.04146], [1.35999, -4.02010, -2.93917], [2.81644, -2.98003, 2.94688], [2.20702, -3.02169, -4.10353], [-0.77084, 2.38439, 2.62997], [-0.07431, -0.34616, -2.53396], [0.99385, 3.57923, 0.60684], [4.00626, 0.37026, -0.00194], [1.41867, 1.42610, 1.90618], [1.60635, -2.66458, 2.53703], [1.42794, -3.01145, -3.34385], [5.27540, 1.27810, 0.73493], [3.33957, 5.36536, -0.78281], [1.18961, -2.38610, -1.31573], [3.45592, 4.13776, -2.05618], [-1.04647, 1.17237, 1.33569], [5.13834, 3.94920, 2.13843], [1.73516, -2.05053, -2.19491], [-1.86594, -3.22545, 3.23652], [3.66715, 1.37863, -3.99930], [-2.09882, -1.52059, 1.15476], [-0.90662, -1.92908, 1.56417], [3.88419, 2.96212, 2.89816], [0.22489, -1.42417, 0.92427], [3.23455, 0.86250, -3.14097], [1.39119, -0.59867, -2.43218], [0.53744, -3.80267, 4.01287], [-0.49551, 1.40645, 2.24138], [0.22410, -0.51521, -0.13763], [-1.65447, -0.12662, -1.08241], [1.55282, 2.67491, 0.37523], [-0.75547, -0.72753, -1.21686], [1.44964, -1.85311, 1.43423], [-0.52434, -0.90493, -3.35463], [-0.77795, -2.78443, 2.65651], [-1.06801, -1.77268, -1.23616], [2.84028, 1.67443, -2.49172], [3.83966, 4.44372, -1.08431], [5.06160, 1.43709, -0.97856], [2.52458, -0.87326, -4.21192], [0.46628, -3.14296, 3.15607], [-0.67871, 0.66015, 3.01285], [4.90289, 4.66748, -1.17894], [3.57262, 3.14024, 0.34360], [1.42397, 0.48011, -4.26255], [0.47603, -2.79297, -3.82844], [4.05049, 0.29927, -2.67523]],
  "forces_ev_per_a": [[-0.05, -0.03, -0.01], [-0.07, -0.03, -0.19], [-0.01, 0.04, 0.05], [-0.33, -0.14, 0.42], [-0.39, 0.44, 0.08], [0.05, -0.01, -0.07], [-0.46, 0.33, -0.05], [0.24, 0.23, -0.07], [-0.11, 0.69, 0.08], [0.03, 0.00, 0.01], [0.01, -0.03, 0.02], [-0.02, 0.03, -0.01], [0.09, 0.04, -0.03], [-0.30, -0.05, 0.28], [-0.10, 0.04, -0.23], [0.99, -0.27, 0.28], [-0.14, 0.68, -0.10], [0.28, 0.01, -0.23], [0.05, 0.09, -0.15], [-0.16, -0.17, 0.15], [-0.03, -0.02, -0.01], [0.02, 0.06, 0.06], [-0.02, -0.04, 0.02], [0.04, -0.02, -0.03], [0.00, -0.04, -0.09], [-0.01, -0.28, -0.13], [-0.05, 0.02, -0.02], [0.11, 0.15, 0.14], [-0.11, -0.03, 0.03], [0.17, 0.22, -0.12], [-0.02, -0.01, -0.02], [-0.09, -0.31, 0.61], [-0.31, -0.40, -0.28], [-0.47, -0.16, -0.51], [0.03, 0.00, 0.00], [-0.19, -0.05, 0.08], [0.44, -0.15, -0.46], [0.00, 0.01, 0.08], [0.83, -0.76, 0.56], [0.12, -0.23, -0.37], [-0.25, 0.00, -0.01], [0.06, 0.08, -0.10], [0.16, -0.05, 0.08], [0.02, -0.02, 0.08], [0.11, 0.11, 0.06], [0.06, -0.20, 0.22], [-0.18, -0.18, -0.12], [0.00, 0.00, 0.01], [-0.18, -0.01, -0.02], [0.07, -0.02, -0.01], [0.01, -0.05, 0.00], [0.12, 0.38, -0.22], [-0.06, 0.02, 0.07], [-0.02, -0.01, 0.06], [-0.01, 0.11, 0.15]]
}

***

(2)
{
  "formula": "C26H32NO6Ti",
  "method": "wB97M-V/def2-TZVPD",
  "homo_lumo_gap_ev": 8.519,
  "energy_ha": -2365.2454,
  "charge": 1,
  "symbols": ["H", "H", "H", "H", "H", "C", "C", "N", "H", "C", "H", "H", "C", "H", "C", "C", "H", "H", "H", "C", "O", "C", "H", "H", "C", "C", "O", "C", "H", "H", "H", "O", "H", "C", "C", "H", "H", "H", "H", "C", "H", "O", "C", "C", "H", "C", "H", "Ti", "H", "H", "C", "C", "C", "H", "C", "C", "H", "C", "H", "H", "C", "C", "C", "H", "O", "O"],
  "positions_angstrom": [[3.56772, -3.69673, -2.54909], [-3.39497, 1.21073, 1.40761], [1.30094, 2.60930, 1.84360], [2.88451, -1.08528, -1.44336], [0.55750, -2.58974, -3.01124], [2.69220, -2.97345, -5.54487], [-2.94552, 5.67826, 3.08177], [-3.61829, 6.54094, 3.99723], [2.61424, 0.49449, 0.85106], [2.33740, -1.79416, -4.63067], [1.40073, -1.31319, -4.93754], [-0.34376, 1.75486, 3.80692], [-2.19213, 3.46145, 2.48631], [0.84194, -2.82218, 1.25023], [-2.56454, -0.48443, 0.20325], [1.80556, 0.44584, 1.57621], [0.56089, -0.17579, -2.67709], [-2.91122, -0.25263, -0.80722], [-1.85603, -2.59295, 0.00213], [2.68107, -3.63575, -3.19117], [2.23586, -2.23670, -3.25185], [-1.84855, 5.30943, 0.95674], [-2.57652, 7.23641, 1.63473], [3.56540, -2.71545, -6.15878], [-0.03751, -0.76040, -1.96743], [0.25103, 1.11857, 3.15443], [-0.85948, 1.78462, 0.46327], [0.73402, -3.19983, 0.22399], [2.53343, -5.07852, -4.82550], [-1.29703, -2.42277, 2.64095], [3.20154, -2.80242, -1.02403], [-4.06806, 6.05715, 5.06157], [1.86947, -1.69144, 2.29208], [-2.45837, 6.17622, 1.85967], [-1.71162, 3.93375, 1.24619], [-2.08334, 2.41102, 2.76082], [0.05950, -0.90237, 4.11776], [-1.06848, -0.40920, -1.88215], [-0.81446, -2.77162, -1.91681], [-2.81152, 4.31219, 3.39323], [-3.20329, 3.94574, 4.33564], [-0.72719, 3.59146, -0.86156], [1.07868, -2.17286, -0.82726], [-1.70941, -1.62647, 2.02012], [1.83689, -3.24194, -6.18553], [3.05557, -4.13871, -4.58989], [2.84944, -1.64857, 0.22280], [-0.42465, 0.09930, 1.07528], [-1.47089, 5.69817, 0.01956], [-0.27799, -3.58239, 0.07664], [-1.93176, -1.69360, 0.61433], [-2.26422, -0.38426, 2.48839], [0.13772, -2.25358, -2.07634], [1.91121, -4.28085, -2.73523], [-2.79519, 0.30533, 1.36493], [2.58438, -1.92930, -0.81118], [3.13884, -1.04941, -4.65265], [-1.05586, 3.08549, 0.19206], [4.14470, -4.30070, -4.61532], [-2.38456, -0.07985, 3.52836], [1.40162, -0.70753, 2.33394], [0.46182, -0.28354, 3.31624], [1.10107, 1.57524, 2.10319], [1.42497, -4.05166, 0.10515], [0.62465, -0.75481, -0.63627], [-3.74007, 7.75107, 3.70163]],
  "forces_ev_per_a": [[-0.25, 0.09, -0.15], [0.53, -0.07, -0.12], [-0.38, -0.25, -0.22], [-0.14, -0.46, 0.16], [-0.51, -0.06, 0.34], [-0.17, -0.32, 0.08], [0.92, -1.55, -1.51], [-1.75, 2.40, 2.36], [-0.49, -0.06, 0.05], [0.50, 0.25, 0.19], [0.05, -0.07, 0.23], [0.06, -0.27, -0.34], [0.21, -0.01, -0.39], [-0.10, -0.31, -0.51], [-0.25, -0.21, 0.39], [-0.13, 0.76, 1.06], [-0.21, 0.01, 0.34], [0.21, -0.03, 0.52], [0.35, 0.68, 0.20], [0.26, 0.15, 0.07], [2.01, -1.63, -2.54], [-0.09, -0.40, 0.41], [0.05, -0.35, 0.07], [-0.48, -0.10, -0.04], [0.06, 0.12, 0.22], [0.60, -0.31, -0.37], [-0.24, 1.14, -0.86], [-0.20, -0.42, 0.36], [0.28, 0.40, -0.03], [-0.11, 0.37, -0.28], [-0.27, 0.22, 0.03], [1.00, 0.64, -2.16], [-0.32, 0.48, -0.07], [-0.25, -0.08, 0.55], [-0.38, 0.59, 0.76], [-0.07, 0.41, -0.22], [-0.07, 0.18, -0.46], [0.36, 0.18, -0.20], [0.31, -0.05, 0.53], [-0.06, 0.72, -0.13], [0.07, 0.07, -0.12], [-0.12, -0.85, 0.72], [0.29, -0.03, -0.10], [-0.51, 0.06, -0.52], [0.45, 0.14, 0.14], [0.17, 0.40, -0.02], [-0.28, -0.16, -0.21], [-0.21, 0.13, 1.13], [-0.04, -0.13, 0.04], [0.35, -0.08, 0.24], [-0.74, 0.14, 0.50], [-0.29, -0.25, -0.70], [-0.52, -0.20, -0.11], [-0.07, 0.48, -0.04], [-0.36, -0.99, 0.08], [0.67, 0.11, 0.40], [-0.18, 0.08, -0.08], [0.36, 0.15, -0.66], [-0.48, -0.18, -0.09], [0.29, -0.06, -0.41], [0.01, 0.62, 0.44], [0.83, 0.27, -0.45], [1.07, -1.03, 0.51], [-0.19, 0.34, 0.03], [-1.82, 0.66, 0.70], [0.41, -2.48, 0.32]]
}

***

(3)
{
  "formula": "C3H12O4S",
  "method": "wB97M-V/def2-TZVPD",
  "smiles": "O=CCCS.O.O.O",
  "homo_lumo_gap_ev": 9.457,
  "energy_ha": -820.5727,
  "symbols": ["H", "H", "C", "H", "H", "H", "H", "H", "O", "H", "O", "H", "C", "H", "O", "H", "H", "O", "C", "S"],
  "positions_angstrom": [[-1.02882, 0.77271, -3.20260], [2.72770, -1.80005, 0.72848], [2.29383, -0.80761, 0.19689], [-0.62543, -3.00233, -0.04730], [-1.83737, 0.87033, -1.81254], [3.50469, 1.03886, -0.60296], [1.74158, -1.89298, -1.31049], [-1.85100, 1.92077, 0.85406], [-1.80400, 0.38511, -2.68071], [2.00352, -0.18840, 1.07665], [-2.35251, 2.00766, 0.04687], [-3.48556, 1.26489, 3.20721], [1.16210, -1.39083, -0.55963], [-2.06847, 1.64718, 3.77605], [-2.65860, 1.67589, 3.14020], [0.38742, -0.83316, -0.95021], [-3.13249, 1.48237, 0.20488], [3.33559, -0.45739, -1.88396], [3.23108, -0.00179, -0.74882], [0.45676, -2.69120, 0.56796]],
  "forces_ev_per_a": [[-1.71, -0.70, 1.33], [0.05, 2.45, -1.31], [1.53, 0.03, 3.21], [-1.38, -0.27, -1.05], [0.21, -0.35, -1.18], [0.48, 0.22, 0.80], [-0.63, -0.48, -0.97], [0.16, 0.01, 0.55], [1.52, 1.15, 0.00], [0.06, -0.20, -0.61], [0.23, 0.07, -0.74], [-1.20, -1.01, 1.06], [0.89, -2.77, 0.77], [3.64, -0.80, 5.26], [-2.39, 1.79, -6.35], [-1.33, 1.63, -0.73], [-0.42, -0.18, 0.09], [0.82, 0.85, 1.33], [-2.02, -2.20, -2.22], [1.49, 0.75, 0.75]]
}

***

(4)
{
  "formula": "CH3NOS2",
  "method": "wB97M-V/def2-TZVPD",
  "homo_lumo_gap_ev": [6.253, 6.251],
  "energy_ha": -966.1688,
  "symbols": ["H", "S", "H", "H", "C", "N", "O", "S"],
  "positions_angstrom": [[3.18951, -0.38957, -0.74037], [-1.63183, -0.31136, -1.19515], [-1.62052, 0.43071, 0.97553], [2.58511, 0.62882, 0.54160], [-2.42800, 0.36583, 0.15509], [2.44045, -0.12666, -0.11245], [-3.59255, 0.35124, 0.35342], [1.05784, -0.94902, 0.02234]],
  "forces_ev_per_a": [[-0.27, 0.18, -0.08], [2.07, -0.38, -1.13], [-1.10, 0.88, -0.38], [0.31, 0.06, -0.24], [2.86, -1.69, 1.99], [-0.82, -0.13, 0.30], [-1.91, 0.88, 0.07], [-1.14, 0.20, -0.53]]
}

***

(5)
{
  "formula": "C9H14IN3O4S2",
  "method": "wB97M-V/def2-TZVPD",
  "smiles": "C[C@]1(I)OS(=O)(=O)O[C@@H]1S.CC#N.CC#N.CC#N",
  "homo_lumo_gap_ev": 9.630,
  "energy_ha": -1910.5110,
  "symbols": ["H", "C", "O", "H", "H", "N", "H", "H", "C", "H", "N", "C", "O", "S", "H", "O", "H", "H", "N", "H", "H", "C", "H", "C", "H", "C", "H", "I", "O", "C", "S", "C", "C"],
  "positions_angstrom": [[-2.98082, 2.71579, 5.24447], [1.35863, 2.22480, 4.58637], [-0.15780, -1.83080, -1.47888], [-2.37212, 1.98184, -0.73939], [-1.80640, 1.95947, -2.45772], [0.08859, -2.46632, -6.56048], [-2.15722, -1.07278, -1.75669], [-0.71496, 2.63046, -1.07434], [1.06926, -2.96599, -6.18815], [-0.16693, -2.06331, -4.04846], [0.68216, 2.67427, 3.75687], [2.22765, 1.64808, 5.65118], [0.62536, 0.46317, -0.67585], [-0.65247, -0.77746, -3.82346], [-1.41698, 1.92362, 4.96516], [2.16955, -0.68246, -2.24217], [2.13480, 2.23730, 6.56365], [-2.26280, 2.71021, 3.61969], [-3.64919, -0.14540, 3.99895], [3.18735, -3.02251, -6.04157], [2.40472, -4.61586, -6.10771], [-0.76448, 0.43599, -1.10324], [3.26752, 1.65717, 5.32452], [-2.39426, 2.13212, 4.53409], [2.32809, -3.64912, -4.61897], [2.32798, -3.60438, -5.70853], [1.92717, 0.62064, 5.85725], [-1.77730, -0.16483, 0.79100], [1.84695, -1.79999, 0.01897], [-1.08530, -0.82293, -2.02347], [1.26940, -1.01712, -1.09736], [-1.46023, 1.83297, -1.39440], [-3.09595, 0.85337, 4.22867]],
  "forces_ev_per_a": [[-0.03, -0.10, -0.06], [-0.32, 0.26, -0.50], [1.01, 1.99, 0.47], [1.22, -0.38, -0.88], [0.79, -0.16, 0.89], [1.45, -0.76, 0.56], [1.42, -0.21, -0.73], [-0.93, -0.88, -0.71], [-0.55, 0.29, -0.29], [-0.65, 1.09, 0.81], [1.00, -0.61, 1.19], [-0.44, 0.29, -0.54], [-0.95, -1.61, -1.71], [-0.41, 0.14, -0.25], [-0.10, -0.01, -0.12], [-2.79, -1.33, 2.91], [-0.02, -0.01, -0.09], [0.06, -0.11, 0.05], [0.99, 1.71, 0.34], [-0.10, 0.00, 0.02], [-0.06, 0.08, 0.01], [-1.71, 0.18, 1.24], [-0.10, 0.02, -0.02], [-0.48, -0.66, -0.11], [-0.03, 0.05, -0.07], [-0.64, 0.32, -0.25], [-0.01, 0.07, -0.06], [-0.06, -0.17, 0.27], [-1.81, 2.38, -2.59], [0.93, -0.26, 0.55], [3.16, -1.10, -0.35], [0.67, 0.36, 0.19], [-0.53, -0.86, -0.16]]
}

***

The following F_max values (in eV/A) correspond, in order, to the records above: 1.263; 3.793; 7.016; 3.875; 4.243.